ORCA calculation (ωB97M-V/def2-TZVPD) on a 9-piece molecular cluster, C18H52F6N6O8P overall.

Each line ends with the Mulliken charge.
Geometry (Å):
P (0.0865, 0.2271, 0.3576)  1.859
F (-1.3237, -0.6205, 0.3773)  -0.750
F (-0.6594, 1.3571, -0.5642)  -0.030
F (-0.3128, 1.0654, 1.6604)  -0.476
F (1.4605, 1.0551, 0.2071)  -0.479
F (0.8281, -0.9070, 1.2852)  -0.403
F (0.5344, -0.6209, -0.9839)  -0.419
C (-3.1971, -0.2148, -2.7137)  0.591
O (-3.9711, -0.4252, -3.6399)  -0.791
N (-2.1872, 0.6015, -2.7619)  0.046
N (-3.3229, -0.7955, -1.5104)  -0.031
H (-1.6088, 0.6378, -1.9337)  -0.222
H (-1.9630, 1.1761, -3.5559)  0.064
H (-4.0276, -1.4770, -1.2877)  0.215
H (-2.5794, -0.6432, -0.8404)  0.053
C (3.5607, -3.0899, -0.1938)  0.629
O (4.2495, -4.0120, -0.6010)  -0.741
N (3.3561, -2.8027, 1.0630)  -0.274
N (2.8144, -2.3314, -0.9927)  -0.047
H (2.8518, -1.9749, 1.3378)  0.124
H (3.8777, -3.3087, 1.7601)  0.193
H (2.0982, -1.7602, -0.5714)  -0.074
H (2.8048, -2.4090, -1.9956)  0.126
C (-0.2353, 4.7462, 1.4442)  0.669
O (-0.4874, 5.9464, 1.4126)  -0.739
N (0.0197, 3.9865, 2.5177)  -0.282
N (-0.1862, 4.0816, 0.3095)  -0.249
H (0.0398, 4.3545, 3.4530)  0.163
H (0.1684, 3.0084, 2.3287)  0.205
H (-0.2936, 4.6385, -0.5218)  0.135
H (0.0419, 3.0992, 0.2719)  -0.095
C (-4.1056, 3.2973, 1.2877)  -1.240
C (-4.6199, 2.2832, 0.2679)  0.753
C (-4.6549, 0.9091, 0.9768)  -1.096
O (-5.8888, 2.5961, -0.2479)  -0.585
H (-3.9109, 4.3033, 0.9176)  0.336
H (-3.1761, 2.9425, 1.7369)  0.166
H (-4.7738, 3.3288, 2.1512)  0.395
H (-3.9294, 2.2477, -0.5752)  0.042
H (-5.0736, 0.0877, 0.3949)  0.269
H (-5.3369, 0.9582, 1.8301)  0.515
H (-3.7014, 0.5482, 1.3630)  0.119
H (-6.5151, 2.5092, 0.4767)  0.364
C (4.9168, 0.4324, -1.3104)  -1.216
C (5.6110, 0.7606, -2.6084)  0.715
C (5.3713, -0.2447, -3.7158)  -1.383
O (5.1010, 1.9902, -3.0399)  -0.579
H (3.8412, 0.2915, -1.4099)  0.103
H (5.0610, 1.1864, -0.5341)  0.479
H (5.3821, -0.4765, -0.9232)  0.321
H (6.6809, 0.8736, -2.4151)  0.287
H (5.6230, -1.2734, -3.4510)  0.414
H (5.9820, 0.0733, -4.5610)  0.306
H (4.3428, -0.4113, -4.0378)  0.280
H (5.3455, 2.6310, -2.3669)  0.289
C (-1.4827, -3.8792, 0.3745)  -0.732
C (-1.9901, -5.0973, 0.9963)  0.371
C (-3.3370, -4.8533, 1.7501)  -1.180
O (-2.2192, -6.1143, -0.0094)  -0.562
H (-0.3955, -3.8312, 0.2903)  0.185
H (-1.6952, -2.9575, 0.9210)  0.024
H (-1.8469, -3.5690, -0.6071)  0.313
H (-1.2483, -5.5085, 1.6800)  0.275
H (-3.5730, -5.7583, 2.3080)  0.331
H (-4.1062, -4.5924, 1.0216)  0.285
H (-3.2974, -3.9719, 2.3911)  0.320
H (-2.8201, -5.7815, -0.6810)  0.347
C (-0.1344, -1.6137, 6.7129)  -1.460
C (0.1136, -0.3436, 5.9872)  0.618
C (-0.0013, -0.3734, 4.4695)  -1.013
O (-0.5274, 0.6881, 6.6156)  -0.575
H (-1.1998, -1.8578, 6.6715)  0.358
H (-0.0589, -1.4738, 7.7935)  0.376
H (0.4790, -2.4859, 6.4940)  0.364
H (1.1821, -0.1684, 6.1698)  0.116
H (0.5250, -1.2892, 4.2009)  0.246
H (0.4612, 0.4969, 4.0029)  0.295
H (-1.0268, -0.3312, 4.0998)  0.325
H (-0.1995, 1.4963, 6.2128)  0.322
C (0.7479, 1.4790, -5.7577)  -1.567
C (1.7233, 1.9143, -4.7103)  0.534
C (1.5013, 1.3194, -3.2949)  -0.057
O (3.0271, 1.6444, -5.1616)  -0.609
H (0.8474, 0.4121, -5.9648)  0.342
H (0.9216, 2.0151, -6.6909)  0.420
H (-0.2844, 1.6724, -5.4641)  0.336
H (1.6955, 3.0082, -4.7439)  0.152
H (2.1720, 1.7344, -2.5416)  0.335
H (1.9330, 0.3159, -3.3160)  0.140
H (0.4418, 1.2987, -3.0504)  -0.284
H (3.6632, 1.9233, -4.4937)  0.286

Atoms 1-2, force components in eV/Å:
P 0.666 -1.036 -1.067
F 1.000 0.468 0.714

Net charge   -1
HOMO level   -7.15 eV
Kohn-Sham gap   9.3 eV
LUMO energy   2.11 eV

=====

ORCA calculation (ωB97M-V/def2-TZVPD) on C18H53AsF6O8 as an isolated structure.

Each line ends with the Mulliken charge.
Geometry (Å):
O (14.5996, 1.1437, -0.1868)  -0.404
H (15.2032, 1.4252, 0.5045)  0.117
H (14.4538, 1.8104, -0.8619)  0.434
H (14.9800, 0.3787, -0.6246)  0.675
As (15.2126, -1.1899, 1.8077)  2.830
F (13.7686, -0.5765, 1.0747)  -0.731
F (15.7638, -1.9055, 0.2759)  -0.646
F (16.8954, -1.4040, 2.5344)  -1.717
F (14.7333, -0.4499, 3.4129)  -1.191
F (14.4992, -2.8150, 2.3307)  0.685
F (15.9226, 0.3975, 1.4083)  -0.641
C (13.2029, -3.0873, 0.5520)  -0.092
C (13.6482, -4.3733, 1.2281)  -0.872
O (14.5674, -5.1127, 0.3934)  -0.552
H (12.7093, -3.3041, -0.3954)  0.698
H (14.0524, -2.4113, 0.4545)  -1.411
H (12.5597, -2.4726, 1.1817)  0.258
H (12.7575, -4.8872, 1.5893)  0.532
H (14.1275, -4.2761, 2.2023)  0.181
H (14.7534, -5.9095, 0.8956)  0.404
C (15.7729, -3.1058, 4.3156)  0.027
C (16.6287, -2.0928, 4.9829)  -0.381
O (17.7582, -1.6931, 4.1927)  -0.855
H (16.4703, -3.7133, 3.7388)  -0.110
H (15.0251, -2.5579, 3.7422)  -0.865
H (15.3209, -3.7265, 5.0893)  0.544
H (17.1396, -2.3976, 5.8962)  0.515
H (16.0897, -1.1664, 5.1815)  0.213
H (17.4641, -1.4622, 3.3085)  1.509
C (12.5290, -1.4855, 4.2786)  -3.096
C (11.8770, -2.8069, 4.0654)  -0.074
O (10.6185, -2.5196, 4.3857)  -0.582
H (12.3701, -1.0628, 5.2707)  0.556
H (12.0416, -0.7211, 3.6736)  0.775
H (13.5675, -1.4170, 3.9547)  2.042
H (12.2273, -3.5181, 4.8135)  0.241
H (11.9586, -3.1345, 3.0290)  0.265
H (10.4259, -1.7628, 3.8275)  0.394
C (15.7349, 3.6748, 2.8983)  -1.894
C (15.9277, 3.0696, 1.5160)  0.461
C (17.3039, 2.3876, 1.4506)  -1.188
O (14.9650, 2.0259, 1.3629)  -0.447
H (14.9152, 4.3930, 2.8781)  0.383
H (16.4692, 4.3895, 3.2698)  0.561
H (15.6558, 2.9371, 3.6968)  0.438
H (15.7982, 3.8431, 0.7589)  0.308
H (18.0631, 3.0923, 1.7896)  0.458
H (17.6370, 1.9813, 0.4955)  0.369
H (17.3507, 1.5511, 2.1479)  0.161
H (14.6065, 1.8486, 2.2356)  1.386
C (12.9789, 1.4799, 5.1014)  -1.730
C (14.2239, 1.8411, 4.2764)  -0.118
C (15.4256, 1.1405, 4.6724)  -0.076
O (13.9902, 1.5702, 2.9517)  -0.586
H (12.1702, 2.2062, 5.0205)  0.475
H (13.2332, 1.3367, 6.1517)  0.396
H (12.4971, 0.5647, 4.7576)  0.325
H (14.4120, 2.9146, 4.2956)  0.353
H (15.2639, 0.0647, 4.7412)  -0.595
H (15.6921, 1.3346, 5.7113)  0.667
H (16.3195, 1.2576, 4.0597)  0.192
H (14.0029, 0.6208, 2.8100)  -0.354
C (13.0099, -0.4987, -0.9091)  -1.486
C (14.3289, -1.2102, -1.3776)  1.082
C (14.4041, -1.5118, -2.8599)  -1.758
O (15.4008, -0.3692, -1.0674)  -0.790
H (13.0753, 0.5564, -1.1748)  0.379
H (12.8976, -0.6773, 0.1603)  0.221
H (12.0923, -0.8519, -1.3797)  0.446
H (14.3770, -2.1498, -0.8271)  0.556
H (13.5801, -2.1481, -3.1827)  0.345
H (15.3228, -2.0934, -2.9356)  0.372
H (14.4545, -0.5890, -3.4380)  0.409
H (16.1533, -0.9138, -0.8251)  0.471
C (18.0461, -2.2742, 0.1574)  0.017
C (18.1370, -3.5039, 1.0701)  -0.321
C (16.9534, -3.8030, 1.9427)  0.262
O (18.3244, -4.6407, 0.2696)  -0.673
H (17.7457, -1.4691, 0.8279)  -0.349
H (17.1212, -2.3101, -0.4182)  -0.124
H (18.9362, -2.2107, -0.4686)  0.502
H (18.9571, -3.3686, 1.7752)  0.496
H (16.0683, -3.7093, 1.3135)  -0.554
H (16.6907, -3.1282, 2.7573)  -0.186
H (16.9522, -4.7952, 2.3941)  0.680
H (17.5439, -4.7468, -0.2791)  0.384

Atoms 1-2, force components in eV/Å:
O -7.844 4.387 -7.457
H 1.631 1.552 1.237

Net charge   0
HOMO level   -8.80 eV
Kohn-Sham gap   7.3 eV
LUMO energy   -1.46 eV

=====

ORCA calculation (ωB97M-V/def2-TZVPD) on a 8-piece molecular cluster, C18H53FN2O12S2 overall.

Each line ends with the Mulliken charge.
Geometry (Å):
N (0.1821, -1.4773, 1.2676)  -0.793
N (0.0564, -1.0926, -0.1017)  0.595
C (0.6176, 0.2313, -0.4342)  -1.140
C (-0.3835, 1.3310, -0.0579)  -0.098
C (-1.4727, 1.5781, -1.0896)  -1.181
C (-2.4246, 0.4106, -1.3586)  -0.585
S (-3.5660, 0.1968, -0.0145)  1.221
O (-2.8479, -0.1082, 1.1852)  -0.579
O (-4.4691, 1.3041, 0.0068)  -0.633
O (-4.3865, -1.0899, -0.4746)  -0.447
S (0.5808, -2.2940, -1.0965)  1.048
O (0.5444, -1.8321, -2.4420)  -0.579
O (1.6951, -3.0322, -0.6228)  -0.601
F (-0.6731, -3.2287, -0.9325)  -0.180
H (0.5576, -0.6877, 1.7797)  0.276
H (-0.7655, -1.5976, 1.6168)  0.285
H (1.5472, 0.3797, 0.1215)  0.449
H (0.8426, 0.2961, -1.4934)  0.381
H (0.1940, 2.2450, 0.0890)  0.308
H (-0.8068, 1.0614, 0.9081)  0.264
H (-1.0555, 1.8842, -2.0475)  0.388
H (-2.0836, 2.4060, -0.7230)  0.366
H (-1.9259, -0.5411, -1.5391)  0.272
H (-3.0273, 0.6391, -2.2385)  0.522
H (-3.9568, -1.4863, -1.2401)  0.364
C (-3.9278, -5.5861, -0.9090)  -0.721
C (-4.1523, -4.5712, 0.1954)  0.033
O (-2.9620, -4.2952, 0.9283)  -0.491
H (-3.5392, -6.5167, -0.4938)  0.255
H (-4.8564, -5.7971, -1.4416)  0.150
H (-3.1918, -5.2175, -1.6288)  0.291
H (-4.8736, -4.9434, 0.9210)  0.324
H (-4.5516, -3.6380, -0.2207)  -0.042
H (-2.3064, -3.9581, 0.3123)  0.279
C (0.6242, 3.9293, 3.2847)  -0.984
C (1.0387, 5.3080, 2.8093)  -0.014
O (0.8337, 5.4633, 1.4032)  -0.559
H (1.1846, 3.1623, 2.7470)  0.187
H (0.8011, 3.8083, 4.3541)  0.364
H (-0.4379, 3.7599, 3.0905)  0.308
H (2.1016, 5.4683, 2.9849)  0.181
H (0.4860, 6.0809, 3.3476)  0.208
H (-0.1050, 5.3471, 1.2319)  0.309
C (1.2536, -2.1542, -6.1169)  -0.996
C (2.7185, -2.3407, -6.4605)  -0.256
O (3.5728, -1.7071, -5.5100)  -0.524
H (1.0099, -1.0926, -6.0636)  0.266
H (0.6092, -2.6261, -6.8602)  0.364
H (1.0334, -2.5901, -5.1404)  0.202
H (2.9463, -1.8877, -7.4262)  0.326
H (2.9607, -3.4065, -6.5141)  0.302
H (3.3991, -2.1012, -4.6496)  0.309
C (3.6717, 8.9692, 5.3350)  -1.150
C (2.8431, 7.7013, 5.4153)  0.145
O (1.5064, 7.9101, 4.9612)  -0.536
H (3.2099, 9.7608, 5.9255)  0.274
H (4.6832, 8.8004, 5.7060)  0.338
H (3.7378, 9.3229, 4.3032)  0.390
H (2.7688, 7.3604, 6.4469)  0.052
H (3.3097, 6.9027, 4.8272)  0.176
H (1.5507, 8.2027, 4.0461)  0.322
C (7.1376, -3.3395, -8.3284)  -0.985
C (6.0142, -4.3599, -8.3402)  -0.234
O (5.2814, -4.3589, -7.1200)  -0.480
H (7.8179, -3.5358, -7.4995)  0.259
H (7.7034, -3.3673, -9.2610)  0.337
H (6.7403, -2.3305, -8.1972)  0.316
H (6.4135, -5.3665, -8.4549)  0.281
H (5.3349, -4.1678, -9.1789)  0.254
H (4.9092, -3.4790, -7.0034)  0.267
C (1.8058, 5.5699, 9.3437)  -0.947
C (2.9036, 6.3339, 10.0609)  -0.266
O (3.3951, 7.4204, 9.2798)  -0.504
H (2.1698, 5.1904, 8.3883)  0.212
H (1.4563, 4.7288, 9.9440)  0.361
H (0.9531, 6.2209, 9.1370)  0.307
H (3.7585, 5.6870, 10.2504)  0.279
H (2.5416, 6.7078, 11.0244)  0.261
H (2.6592, 8.0162, 9.1120)  0.287
C (-8.5396, -8.3887, -2.0611)  -1.118
C (-7.3032, -7.6470, -1.5895)  -0.156
O (-6.9301, -6.6038, -2.4885)  -0.529
H (-8.3732, -8.8107, -3.0524)  0.282
H (-8.7973, -9.1963, -1.3750)  0.341
H (-9.3941, -7.7113, -2.1289)  0.332
H (-6.4494, -8.3207, -1.5380)  0.297
H (-7.4679, -7.2300, -0.5900)  0.252
H (-7.6645, -5.9857, -2.5433)  0.289

Atoms 1-2, force components in eV/Å:
N -0.521 0.038 0.036
N 0.377 -0.022 -0.450

Net charge   0
HOMO level   -10.06 eV
Kohn-Sham gap   10.2 eV
LUMO energy   0.14 eV

=====

Which value of LUMO energy does entry 1 give?
2.11 eV